# 1
{"formula": "C5H9NO", "method": "wB97M-V/def2-TZVPD", "symbols": ["C", "N", "C", "C", "C", "O", "C", "H", "H", "H", "H", "H", "H", "H", "H", "H"], "xyz": [[-0.4070, -2.0475, -0.0674], [-0.5116, -0.7319, -0.6565], [-1.3924, 0.2454, -0.4018], [0.4849, 0.0989, -1.1321], [1.1572, 1.1034, -0.3178], [2.0095, 1.8278, -0.8140], [0.8781, 1.2019, 1.1818], [-1.3516, -2.5872, -0.1822], [-0.1539, -1.9829, 1.0003], [0.3920, -2.5852, -0.5856], [-1.8029, 0.8133, -1.2276], [-1.8526, 0.3528, 0.5854], [0.8998, -0.0682, -2.1286], [1.8455, 1.3108, 1.6796], [0.2952, 2.1022, 1.4000], [0.3534, 0.3376, 1.6014]], "forces_ev_per_angstrom": [[0.00, -0.09, 0.03], [-0.07, 0.24, 0.06], [-0.17, -0.04, 0.12], [0.29, 0.02, -0.15], [-0.04, 0.04, -0.06], [-0.21, -0.17, 0.13], [0.00, 0.01, 0.07], [0.16, 0.08, 0.01], [-0.02, -0.03, -0.16], [-0.13, 0.05, 0.09], [0.13, -0.06, 0.10], [0.06, -0.02, -0.12], [-0.04, 0.00, 0.14], [-0.13, -0.02, -0.09], [0.08, -0.12, -0.07], [0.08, 0.11, -0.10]], "nbo_charge": [-0.4083, -0.3872, -0.1168, -0.1469, 0.4918, -0.5946, -0.7142, 0.2087, 0.1978, 0.2227, 0.1989, 0.1758, 0.2026, 0.2391, 0.2323, 0.1982], "de_lowest_kj_mol": 359.1, "total_energy_ev": -8865.49099, "mol_weight_g_mol": 99.13, "homo_lumo_gap_ev": [8.6, 8.6], "charge": 0, "max_force_ev_per_a": 0.3, "e_homo_ha": [-0.3118, -0.3117]}

---

# 2
{"formula": "C4H16CuN8O4", "method": "wB97M-V/def2-TZVPD", "symbols": ["Cu", "C", "O", "N", "N", "H", "H", "H", "H", "C", "O", "N", "N", "H", "H", "H", "H", "C", "O", "N", "N", "H", "H", "H", "H", "C", "O", "N", "N", "H", "H", "H", "H"], "xyz": [[-0.2151, 0.5141, -0.6697], [-0.9555, 1.1443, 2.6082], [-0.4028, 1.0052, 1.5198], [-1.0717, 0.1093, 3.4871], [-1.4766, 2.3177, 3.0372], [-1.4883, 0.2314, 4.3911], [-0.6723, -0.7788, 3.2472], [-1.3510, 3.1244, 2.4590], [-1.9663, 2.3913, 3.9087], [-2.3873, -1.5814, -2.1892], [-1.3523, -1.1559, -1.6694], [-3.5498, -0.8653, -2.1538], [-2.4644, -2.7564, -2.8666], [-4.3306, -1.2588, -2.6451], [-3.5439, -0.0854, -1.5250], [-1.6242, -3.2181, -3.1574], [-3.3585, -3.1700, -3.0569], [1.8276, -2.2854, -0.5324], [1.7195, -1.0679, -0.4883], [2.8483, -2.9916, 0.0247], [0.9540, -3.0723, -1.2483], [3.5062, -2.5589, 0.6458], [2.7965, -3.9940, 0.0204], [0.1961, -2.5106, -1.6159], [1.2439, -3.8729, -1.7797], [1.8111, 3.0113, -0.2683], [1.1150, 2.3455, -1.0375], [3.1648, 2.9283, -0.3218], [1.3161, 3.8328, 0.6920], [3.6016, 2.4532, -1.0910], [3.7636, 3.5605, 0.1804], [0.3393, 3.9202, 0.8746], [2.0067, 4.3342, 1.2200]], "forces_ev_per_angstrom": [[0.54, -0.16, 0.16], [0.06, -0.72, 0.37], [-0.02, 0.20, -0.50], [-0.09, 0.23, -0.15], [0.04, 0.03, -0.15], [0.06, -0.10, 0.04], [0.01, 0.01, -0.07], [-0.16, 0.08, 0.02], [0.02, 0.16, 0.01], [-0.73, 0.58, -0.18], [0.59, 0.10, 0.08], [1.18, -0.99, -0.03], [0.15, 0.29, 0.24], [-0.44, 0.63, 0.28], [-0.59, 0.14, -0.09], [-0.01, -0.13, 0.08], [0.12, -0.11, -0.18], [0.56, -0.63, -0.88], [-0.39, 0.36, 0.62], [-0.01, 0.00, 0.10], [-0.69, 0.60, 0.18], [-0.03, 0.20, -0.08], [0.04, 0.02, 0.14], [0.02, -0.15, -0.17], [0.22, -0.03, 0.17], [-0.21, -0.57, -0.21], [-0.65, -0.39, 0.12], [0.45, 0.30, 0.11], [0.95, -0.03, -0.20], [-0.31, -0.15, -0.09], [-0.11, 0.03, 0.05], [-0.08, -0.05, -0.15], [-0.47, 0.24, 0.35]], "nbo_charge": [0.9275, 0.7953, -0.7502, -0.8262, -0.8237, 0.3959, 0.4172, 0.4035, 0.4025, 0.8013, -0.7607, -0.8188, -0.8256, 0.4038, 0.4182, 0.4132, 0.4042, 0.7903, -0.7042, -0.8275, -0.8733, 0.4107, 0.3948, 0.4149, 0.3940, 0.7997, -0.7451, -0.8203, -0.8183, 0.4176, 0.3889, 0.4076, 0.3930], "de_lowest_kj_mol": 0.0, "total_energy_ev": -69157.40918, "mol_weight_g_mol": 303.77, "homo_lumo_gap_ev": 9.2, "charge": 1, "max_force_ev_per_a": 1.5, "e_homo_ha": -0.4166}

---

# 3
{"formula": "C4H6N2OS", "method": "wB97M-V/def2-TZVPD", "symbols": ["C", "C", "C", "C", "H", "H", "H", "H", "H", "H", "N", "N", "O", "S"], "xyz": [[0.0358, -0.8223, -0.1773], [-2.2311, -0.3913, 0.3267], [-1.7014, 0.9161, -0.0237], [-0.2130, 0.5968, -0.0516], [2.4524, -0.1939, -0.1077], [-1.1904, -2.1780, 0.0629], [-2.1225, -0.5215, 1.5079], [-3.2218, -0.3996, -0.0389], [-1.9437, 1.6508, 0.6739], [-2.1191, 1.1095, -1.0946], [1.1091, -1.5767, 0.1027], [-1.3286, -1.2914, -0.4100], [2.3218, -1.1416, 0.1127], [0.9853, 1.7466, -0.0124]], "forces_ev_per_angstrom": [[0.37, 0.72, 0.59], [0.82, -1.53, 2.81], [1.35, -0.22, -2.85], [2.39, 2.86, -0.80], [-0.77, 0.13, 0.12], [-1.36, -0.88, -0.39], [-0.61, -0.07, -2.32], [-1.24, -1.00, 0.09], [-0.34, 1.57, 0.74], [1.16, 0.30, 1.70], [-5.48, -0.03, -1.42], [1.99, -2.14, 1.33], [2.40, 1.08, 0.28], [-0.69, -0.77, 0.12]], "nbo_charge": [0.1804, -0.2141, -0.4763, -0.0894, 0.4797, 0.3824, 0.1719, 0.2135, 0.2413, 0.2400, -0.0616, -0.5899, -0.4773, -0.0006], "de_lowest_kj_mol": 463.9, "total_energy_ev": -20104.53387, "smiles": "O/N=C1/NCCC1=S", "mol_weight_g_mol": 130.17, "homo_lumo_gap_ev": 7.6, "charge": 0, "max_force_ev_per_a": 5.7, "e_homo_ha": -0.3227}

---

# 4
{"formula": "C9H25FInN4O3", "method": "wB97M-V/def2-TZVPD", "symbols": ["N", "H", "H", "H", "H", "In", "F", "C", "C", "O", "N", "C", "H", "H", "H", "H", "H", "H", "H", "C", "C", "O", "N", "C", "H", "H", "H", "H", "H", "H", "H", "C", "C", "O", "N", "C", "H", "H", "H", "H", "H", "H", "H"], "xyz": [[-13.5179, -23.2163, -24.2697], [-14.2416, -22.5740, -24.5593], [-13.1573, -22.9516, -23.3642], [-12.6710, -23.2252, -24.8200], [-13.8032, -24.1833, -24.2094], [-12.4271, -20.4686, -21.5655], [-12.6746, -22.6389, -22.3887], [-10.1652, -20.9835, -18.0566], [-10.4950, -21.7653, -19.3183], [-10.9255, -21.1259, -20.2611], [-10.3059, -23.0762, -19.3302], [-10.5676, -23.9470, -20.4290], [-11.0617, -20.8448, -17.4523], [-9.7709, -20.0064, -18.3357], [-9.4529, -21.5830, -17.4896], [-9.8326, -23.5375, -18.5665], [-10.6877, -24.9456, -20.0089], [-9.6423, -24.0643, -20.9931], [-11.3811, -23.6502, -21.0910], [-8.3713, -20.8589, -22.0743], [-9.5805, -21.4569, -22.6510], [-10.6370, -20.8470, -22.6418], [-9.3866, -22.7203, -22.9877], [-10.3388, -23.7272, -23.5322], [-7.7635, -21.5785, -21.5259], [-8.7444, -20.1612, -21.3245], [-7.7894, -20.1868, -22.7050], [-8.4111, -22.9805, -23.0171], [-11.3883, -23.4418, -23.6042], [-10.2647, -24.5211, -22.7891], [-9.9985, -24.0353, -24.5208], [-13.7043, -22.9929, -18.2019], [-13.2304, -22.6929, -19.6772], [-12.9923, -21.5270, -19.9662], [-13.2101, -23.6598, -20.5471], [-13.7011, -25.0472, -20.4260], [-14.3128, -22.1460, -17.8848], [-12.9147, -22.9404, -17.4524], [-14.3591, -23.8501, -18.0451], [-12.8756, -23.3895, -21.4610], [-13.7162, -25.5565, -21.3896], [-14.7413, -24.9892, -20.1056], [-13.1218, -25.5878, -19.6775]], "forces_ev_per_angstrom": [[-1.21, -1.75, -3.80], [-0.28, -0.21, -0.80], [-0.65, 0.14, 0.21], [-0.28, 0.37, -1.24], [-0.81, -0.31, -0.41], [2.79, -2.23, -0.11], [2.59, 5.31, 1.06], [0.26, -1.11, -0.38], [1.56, 0.38, 3.70], [1.27, 1.12, -2.51], [-0.45, 0.59, 0.09], [1.53, -1.23, -0.76], [-0.09, -0.01, -0.03], [0.08, -0.16, 0.12], [0.09, 0.45, 0.31], [-0.05, 0.47, 0.36], [-0.65, -0.01, -0.13], [0.01, 0.19, -0.13], [1.43, -0.21, 0.69], [0.37, 1.63, 1.31], [3.31, -2.13, 0.65], [-4.29, 2.18, -1.61], [-1.71, 0.16, -1.28], [0.90, 0.02, 0.18], [0.23, 0.03, -0.44], [0.06, 0.05, 0.21], [0.09, -0.45, -0.46], [-0.01, -0.25, -0.07], [1.30, 0.41, 0.30], [-0.22, -0.51, -0.71], [0.13, -0.21, 0.17], [-0.12, 1.42, -0.49], [-3.08, -5.28, 2.73], [-2.23, 3.88, 0.24], [-1.68, -1.71, 2.19], [-0.37, 0.54, 1.08], [-0.16, 0.23, -0.32], [0.39, -0.49, -0.35], [0.51, -0.30, -0.47], [-0.90, -0.77, 0.93], [0.42, 0.20, 0.04], [0.02, -0.24, 0.14], [-0.09, -0.21, -0.21]], "lowdin_charge": [0.3223, 0.1613, -0.1439, 0.1320, 0.1589, 1.5438, -0.2068, 0.0805, -0.4675, -0.0750, 0.1159, -0.0422, 0.1090, 0.1114, 0.1060, 0.1806, 0.1282, 0.0960, 0.0574, 0.0531, -0.4990, -0.0288, 0.0912, 0.0148, 0.1171, 0.0996, 0.1302, 0.1710, 0.0428, 0.0887, 0.1228, 0.0950, -0.4417, -0.0482, 0.0267, 0.0241, 0.1043, 0.0997, 0.1007, -0.0534, 0.1032, 0.1104, 0.1080], "de_lowest_kj_mol": 0.0, "total_energy_ev": -29700.89295, "mol_weight_g_mol": 371.14, "homo_lumo_gap_ev": 5.3, "charge": 3, "max_force_ev_per_a": 6.7, "e_homo_ha": -0.7398}